Below is a structure of composition C21H15AsCl2ErIrO3, with properties calculated with ωB97M-V/def2-TZVPD.

HOMO-LUMO gap (spin up / spin down)	8.0640 / 4.2969	eV
molar mass	820.65	g/mol
net charge	+4
<S²>	15.802
multiplicity	8
LUMO energy (spin up / spin down)	-12.0 / -16.0	eV
HOMO (spin up / spin down)	-20.05 / -20.26	eV

Last column: Löwdin spin population.
Positions of all 44 atoms, in Å:
Er: 5.875 -1.648 0.026  3.0267
Ir: 1.286 -0.369 -1.496  1.2118
Cl: 4.941 0.558 -0.378  0.0068
Cl: 5.219 -3.939 1.148  -0.0066
C: 1.366 -2.199 -1.617  0.1899
C: 6.454 -0.734 -2.320  -0.0020
C: 5.663 -3.176 -1.885  -0.0019
O: 1.305 -3.337 -1.560  0.0808
O: 6.723 -0.397 -3.339  0.0001
O: 5.673 -3.870 -2.844  0.0000
C: -2.611 -2.905 2.562  0.0548
C: -2.702 -2.846 1.163  0.0775
C: -1.875 -1.937 0.468  0.3031
C: -1.016 -1.078 1.152  0.0880
C: -0.867 -1.227 2.536  0.1516
C: -1.672 -2.121 3.262  0.3183
As: 0.013 0.266 0.170  0.1731
C: -1.097 0.709 -1.485  0.0535
C: -0.367 0.624 -2.627  0.0567
C: -0.954 0.697 -3.935  0.0363
C: -2.339 0.858 -3.947  -0.0012
C: -3.098 0.901 -2.777  0.0392
C: -2.500 0.760 -1.520  0.0006
C: -0.100 1.845 1.262  0.1815
C: -0.960 2.901 0.869  0.0762
C: -1.187 3.996 1.740  0.3492
C: -0.548 4.033 2.988  0.1812
C: 0.408 3.050 3.336  0.0002
C: 0.624 1.965 2.460  0.2530
H: -3.277 -3.590 3.117  -0.0008
H: -3.412 -3.491 0.618  0.0004
H: -1.909 -1.897 -0.634  0.0093
H: -0.107 -0.629 3.071  0.0057
H: -1.593 -2.221 4.353  0.0103
H: 0.834 0.419 -2.816  0.0514
H: -0.359 0.583 -4.832  0.0011
H: -2.833 0.931 -4.909  -0.0002
H: -4.178 1.033 -2.819  0.0019
H: -3.050 0.652 -0.595  -0.0001
H: -1.447 2.842 -0.092  0.0003
H: -1.872 4.813 1.435  0.0106
H: -0.779 4.836 3.691  0.0042
H: 0.968 3.143 4.284  -0.0028
H: 1.361 1.197 2.716  0.0102